*i*
The following is a quantum chemistry calculation of a structure of composition C9H15N2O, from the Open Molecules 2025 dataset.

Last column: Mulliken charge in e.
Cartesian coordinates (Å):
C: -4.06452 0.10841 -0.63784  -0.4570
C: -3.82563 -0.88564 0.34971  -0.6072
C: -3.07013 1.06594 -0.87890  -0.7281
C: -2.63493 -0.85887 1.11201  -0.4812
C: -1.87111 1.03866 -0.16030  -0.1656
C: -1.60882 0.08660 0.80350  0.4758
C: 3.00531 -0.05200 -0.63439  -1.6193
C: 1.63701 0.45408 -0.10146  0.3111
C: 0.91490 -0.76900 0.35231  0.0486
N: 0.32164 -1.56254 -0.56303  -0.2789
N: 1.67715 1.38314 1.02393  -0.5575
O: -0.36900 0.06218 1.35268  -0.4947
H: -5.01030 0.14197 -1.12196  0.4229
H: -4.49122 -1.57119 0.62770  0.5510
H: -3.06752 1.64782 -1.68058  0.5014
H: -2.14024 -1.66249 1.63642  0.3735
H: -1.10340 1.69911 -0.52423  0.3310
H: 3.25334 -0.85866 -0.03672  0.4311
H: 2.79774 -0.53249 -1.58843  0.4331
H: 3.71798 0.64662 -0.90927  0.4519
H: 1.32752 0.90985 -1.03535  0.2572
H: 1.26747 -1.34268 1.31271  0.3027
H: -0.21354 -2.29912 -0.35255  0.2193
H: 0.12768 -1.16071 -1.42238  0.2003
H: 0.14053 0.88317 1.47172  0.5550
H: 2.07613 2.19925 0.74175  0.2872
H: 2.47906 1.10845 1.59771  0.2365

* charge: +1
* spin multiplicity: 1

---

*ii*
The following is a quantum chemistry calculation of the ion C9H15N2O with charge +1, from the Open Molecules 2025 dataset.

Last column: Mulliken charge in e.
Cartesian coordinates (Å):
C: 1.84308 -2.40534 1.61443  -1.1476
C: 1.19132 -2.08420 0.27246  -0.5571
N: 0.33060 -0.84059 0.29930  -0.0092
C: 1.04088 0.37878 0.61596  -0.8597
C: 0.05364 1.42036 1.10584  -0.5632
N: -0.88770 1.63118 0.06734  0.1936
C: -1.59556 2.76750 -0.20933  -0.5154
C: -2.36100 2.57377 -1.35438  -0.6451
C: -2.10450 1.19133 -1.71687  -0.5415
C: -1.24515 0.68354 -0.84283  0.3352
C: -0.53519 -0.69194 -0.91743  -0.0911
O: 0.24781 -0.90179 -2.05279  -0.5426
H: 2.89539 -2.01724 1.79415  0.3349
H: 1.31561 -2.01289 2.46291  0.3607
H: 2.04136 -3.53135 1.60969  0.3370
H: 0.54185 -2.86070 0.10338  0.4534
H: 1.82104 -1.93514 -0.56286  0.4593
H: -0.23073 -0.92840 1.17463  0.4903
H: 1.70614 0.76682 -0.11257  0.4068
H: 1.73927 0.25298 1.37037  0.5025
H: -0.31240 1.26616 2.18218  0.2005
H: 0.66738 2.31584 1.21896  0.3918
H: -1.21535 3.63242 0.24027  0.3763
H: -3.04250 3.14687 -1.85577  0.5196
H: -2.46557 0.71614 -2.64373  0.3863
H: -1.23127 -1.63015 -0.87967  0.3056
H: -0.20847 -0.90395 -2.98363  0.4188

* SMILES: CC[N@H+]1CCn2cccc2[C@H]1O
* charge: +1
* spin multiplicity: 1

---

Stability summary - winner: *ii*; margin: 12.2 kcal/mol.

---

*i*
The following is a quantum chemistry calculation of a cluster of 4 separate species, C3H14O3S2 in total, from the Open Molecules 2025 dataset.

Last column: Mulliken charge in e.
Cartesian coordinates (Å):
C: -1.05919 -1.28626 -0.60014  -0.7767
C: -1.99971 -0.31607 0.09887  0.3606
S: -1.52426 0.14345 1.82098  -0.1520
S: -0.44522 1.89562 1.96146  -0.0412
C: 1.10143 1.32878 1.07318  -0.6852
H: -0.58149 -0.93799 -1.54381  0.2138
H: -1.52719 -2.27188 -0.83782  0.3514
H: -0.28782 -1.65190 0.11340  0.1543
H: -1.93259 0.69869 -0.46759  -0.6868
H: -3.09874 -0.62367 -0.01264  0.4005
H: 0.95496 1.27533 -0.03176  0.2375
H: 1.92231 2.02685 0.97111  0.4287
H: 1.53095 0.43401 1.33785  0.1747
O: 2.35071 -1.32833 1.09341  -0.6628
H: 1.97840 -1.73198 1.80379  0.2587
H: 3.32994 -1.24317 1.09697  0.2753
O: 1.81575 -1.26543 -1.58080  -0.6119
H: 1.08561 -1.67677 -1.86477  0.3352
H: 1.85158 -1.27015 -0.68336  0.4023
O: -2.17952 2.92556 -1.13930  -0.6320
H: -1.14703 2.98182 -1.35630  0.3267
H: -2.13885 1.89351 -1.25275  0.3289

* SMILES: CCSSC.O.O.O
* charge: 0
* spin multiplicity: 1

---

*ii*
The following is a quantum chemistry calculation of a cluster of 4 separate species, C3H14O3S2 in total, from the Open Molecules 2025 dataset.

Last column: Mulliken charge in e.
Cartesian coordinates (Å):
C: 0.84276 2.67382 -1.44882  -1.2363
C: 0.40619 1.24258 -0.75549  0.1475
C: 1.29576 0.12781 -1.24206  -0.6172
S: 0.88697 -1.47069 -0.39914  -0.0988
S: 1.56931 -1.34120 1.48077  -0.1796
H: 1.26243 2.49384 -2.49344  0.2910
H: 0.06951 3.27282 -1.74654  0.4437
H: 1.52249 3.11450 -0.71915  0.3049
H: -0.63680 1.17186 -0.91722  -0.0928
H: 0.40815 1.49121 0.35292  0.2656
H: 2.32289 0.39980 -0.97967  0.3410
H: 1.12209 -0.01555 -2.36141  0.3171
H: 0.66584 -0.83102 2.29825  0.1389
O: -2.58927 -0.30128 0.87980  -0.7587
H: -1.67599 -0.58923 0.67803  0.2543
H: -2.69518 0.00768 -0.11000  0.4198
O: -0.70622 1.17487 2.37125  -0.5967
H: -1.56044 0.96840 1.97452  0.3804
H: -0.89057 1.94164 2.94208  0.2868
O: -2.70772 0.00039 -2.12433  -0.6405
H: -3.01073 0.87572 -2.16169  0.3268
H: -3.44657 -0.56846 -2.39817  0.3028

* SMILES: CCCSS.O.O.O
* charge: 0
* spin multiplicity: 1

---

Stability summary - winner: *ii*; margin: 34.6 kcal/mol.

---

*i*
The following is a quantum chemistry calculation of a cluster of 3 separate species, C2H10N2O3 in total, from the Open Molecules 2025 dataset.

Last column: Mulliken charge in e.
Cartesian coordinates (Å):
C: -0.21671 1.53744 -1.40696  -0.5784
N: -1.29442 1.73233 -0.59726  -0.3086
N: -1.14316 -2.00347 -0.69645  -0.3279
O: -1.04547 -0.67724 -0.79834  -0.2918
O: -0.87130 1.85057 0.71022  -0.2593
H: -1.68963 1.82551 1.22486  0.3416
H: -1.94392 -2.39430 -1.18525  0.2298
H: -1.03204 -2.34973 0.25310  0.2313
H: -0.16905 0.26899 -1.42013  0.2938
H: 0.74629 1.89210 -1.03486  0.3385
H: -0.44077 1.83613 -2.42823  0.3338
C: 1.65306 -0.92100 1.22066  -0.4614
O: 1.65767 0.48339 1.41203  -0.5027
H: 0.77815 0.82960 1.20899  0.3021
H: 0.95652 -1.42886 1.90317  0.1945
H: 2.65815 -1.28145 1.44082  0.2638
H: 1.39663 -1.20003 0.19363  0.2009

* charge: 0
* spin multiplicity: 1

---

*ii*
The following is a quantum chemistry calculation of a cluster of 3 separate species, C2H10N2O3 in total, from the Open Molecules 2025 dataset.

Last column: Mulliken charge in e.
Cartesian coordinates (Å):
C: -0.00346 1.47860 1.78415  -0.7936
N: -0.25304 -0.07197 1.86546  -0.2362
C: -0.50711 -0.70573 0.64808  0.5024
N: -1.53598 -1.64734 0.49221  -0.5744
O: 0.29822 -0.65729 -0.31567  -0.6597
H: 0.02093 1.96295 0.81118  0.3228
H: -0.76756 1.96304 2.38733  0.2968
H: 0.90376 1.76871 2.34142  0.2858
H: -0.85558 -0.33950 2.64252  0.2685
H: -2.39298 -1.57278 1.11195  0.2588
H: -1.89766 -1.49178 -0.47049  0.2850
O: -0.13105 -1.42529 -3.94838  -0.6209
H: -0.58437 -0.85902 -4.53028  0.3019
H: 0.37470 -0.74432 -3.46177  0.3189
O: 2.39953 1.07681 -0.21871  -0.6207
H: 1.89649 0.24131 -0.24714  0.3940
H: 3.03517 1.02359 -0.89187  0.2707

* SMILES: CNC(N)=O.O.O
* charge: 0
* spin multiplicity: 1

---

Stability summary - winner: *ii*; margin: 149.5 kcal/mol.